{"formula": "C39H54CrN3OSbSi", "method": "ωB97M-V/def2-TZVPD", "elements": ["Cr", "C", "Si", "C", "C", "N", "C", "C", "C", "C", "C", "C", "O", "C", "C", "C", "C", "C", "C", "H", "H", "H", "H", "H", "H", "H", "H", "H", "H", "H", "H", "H", "H", "H", "H", "H", "H", "C", "C", "C", "C", "C", "C", "N", "N", "C", "C", "C", "C", "C", "C", "H", "H", "H", "H", "H", "H", "H", "H", "H", "C", "C", "C", "C", "Sb", "C", "C", "C", "C", "C", "C", "C", "C", "H", "H", "H", "H", "H", "H", "H", "H", "H", "H", "H", "H", "H", "H", "H", "H", "H", "H", "H", "H", "H", "H", "H", "H", "H", "H", "H"], "positions_angstrom": [[0.072, 0.014, -0.043], [3.217, 2.410, 2.041], [1.385, 2.447, 1.679], [0.778, 4.218, 1.744], [0.525, 1.484, 3.034], [1.044, 1.674, 0.120], [1.768, 2.037, -1.017], [2.471, 3.231, -1.203], [3.231, 3.448, -2.345], [3.328, 2.486, -3.337], [2.630, 1.292, -3.199], [1.865, 1.120, -2.070], [1.076, -0.026, -1.825], [1.079, -1.134, -2.695], [0.535, -1.007, -3.961], [0.494, -2.127, -4.777], [0.978, -3.346, -4.318], [1.516, -3.447, -3.045], [1.579, -2.331, -2.220], [3.405, 2.880, 3.010], [3.816, 2.938, 1.298], [3.585, 1.384, 2.097], [0.897, 4.586, 2.766], [-0.276, 4.298, 1.488], [1.329, 4.899, 1.096], [0.576, 2.099, 3.936], [1.034, 0.547, 3.261], [-0.527, 1.258, 2.856], [2.434, 3.997, -0.443], [3.762, 4.385, -2.450], [3.934, 2.657, -4.215], [2.682, 0.522, -3.956], [0.164, -0.049, -4.297], [0.078, -2.047, -5.772], [0.938, -4.216, -4.959], [1.901, -4.394, -2.690], [2.024, -2.386, -1.236], [5.756, -1.603, 0.675], [5.066, -0.643, -0.046], [3.694, -0.513, 0.107], [3.010, -1.341, 0.983], [3.700, -2.312, 1.709], [5.068, -2.435, 1.551], [1.582, -1.199, 1.113], [1.114, -1.855, 2.059], [-0.280, -1.818, 2.188], [-0.813, -2.637, 3.173], [-2.192, -2.723, 3.304], [-2.994, -2.005, 2.435], [-2.426, -1.177, 1.464], [-1.055, -1.029, 1.319], [6.827, -1.707, 0.558], [5.589, 0.016, -0.726], [3.173, 0.253, -0.435], [3.165, -2.963, 2.384], [5.602, -3.189, 2.113], [-0.145, -3.202, 3.809], [-2.630, -3.356, 4.063], [-4.072, -2.081, 2.507], [-3.095, -0.650, 0.807], [-4.483, 3.508, -0.346], [-3.637, 2.421, 0.309], [-2.708, 3.074, 1.329], [-4.557, 1.461, 1.065], [-2.376, 1.355, -1.167], [-3.757, 0.033, -2.278], [-3.906, -1.295, -1.535], [-3.133, -0.267, -3.641], [-5.142, 0.648, -2.470], [-1.889, 2.949, -2.617], [-1.303, 4.113, -1.817], [-0.824, 2.431, -3.581], [-3.071, 3.435, -3.459], [-5.056, 4.008, 0.442], [-5.193, 3.120, -1.074], [-3.871, 4.272, -0.822], [-3.310, 3.472, 2.152], [-2.147, 3.905, 0.905], [-1.999, 2.363, 1.755], [-5.268, 2.061, 1.642], [-4.007, 0.851, 1.777], [-5.141, 0.809, 0.414], [-2.944, -1.758, -1.302], [-4.462, -1.991, -2.172], [-4.472, -1.192, -0.608], [-2.131, -0.691, -3.547], [-3.086, 0.608, -4.286], [-3.754, -1.012, -4.149], [-5.661, 0.797, -1.524], [-5.750, -0.040, -3.067], [-5.113, 1.600, -2.996], [-0.497, 3.796, -1.150], [-2.065, 4.622, -1.228], [-0.887, 4.850, -2.512], [0.048, 2.047, -3.063], [-0.483, 3.267, -4.201], [-1.211, 1.665, -4.251], [-3.817, 3.983, -2.889], [-3.575, 2.628, -3.987], [-2.684, 4.120, -4.221]], "s_squared": 3.825, "spin_multiplicity": 4, "homo_energy_ev": [-10.15, -10.48], "orbital_gap_ev": [6.19, 6.74], "energy_ev": -90668.5327, "charge": 1}